[1]
14
Properties=species:S:1:pos:R:3 method="wB97M-V/def2-TZVPD" homo_ev=-7.981 e_lumo_ev=0.77 energy_ev=-10965.5156 spin_multiplicity=1 gap_ev=8.8
C 0.4462 -0.3750 -0.9815
C -0.4637 0.8844 -1.2637
C 1.0265 0.0856 0.4805
N -0.8435 -0.8644 1.6030
N 0.2394 -0.0948 1.4795
O -0.0813 -1.6130 -0.6467
F 2.0704 0.9039 0.7274
H -1.1587 1.0520 -0.5615
H -1.0672 0.6605 -2.2115
H 0.0604 1.8118 -1.3922
H 1.1476 -0.6580 -1.9656
H -1.4029 -0.4959 2.3614
H -0.6348 -1.7719 0.1231
H 0.6616 0.4748 2.2478

[2]
14
Properties=species:S:1:pos:R:3 method="wB97M-V/def2-TZVPD" homo_ev=-15.092 e_lumo_ev=-3.98 energy_ev=-10403.7856 spin_multiplicity=1 charge=+1 gap_ev=11.1
C -0.1475 -0.1485 -0.0901
C 3.2076 0.4992 -0.1938
C -1.5742 0.2372 0.2829
N 0.6908 0.8898 -0.1695
N 2.1622 1.1558 -0.4689
N 0.2643 -1.4108 -0.0584
F 3.2197 -0.6698 0.4832
H 4.2617 0.9700 -0.2176
H -1.6078 0.5320 1.2980
H -1.9016 1.0529 -0.3108
H -2.2487 -0.6953 0.2092
H 0.3554 1.8617 -0.0892
H -0.3771 -2.2424 0.0569
H 1.1707 -1.8194 -0.0809

[3]
12
Properties=species:S:1:pos:R:3 method="wB97M-V/def2-TZVPD" homo_ev=-10.294 e_lumo_ev=1.03 energy_ev=-7987.6010 spin_multiplicity=1 gap_ev=11.3
C -1.5481 0.3426 -0.0740
C 0.5000 -0.7886 0.2762
C 1.3715 0.3044 -0.1819
H -1.1615 1.3108 -0.4320
H -1.7687 0.6063 0.9794
H -2.5477 0.1098 -0.4875
H 0.1440 -0.6539 1.2440
H 0.8980 -1.7359 0.0276
H 1.3399 1.1376 0.4929
H 0.9479 0.3669 -1.1820
O -0.8429 -0.8625 -0.4621
F 2.6674 -0.1376 -0.2005

[4]
12
Properties=species:S:1:pos:R:3 method="wB97M-V/def2-TZVPD" homo_ev=-9.158 e_lumo_ev=0.99 energy_ev=-16776.9009 spin_multiplicity=1 gap_ev=10.1
C 0.5793 1.9653 1.1814
C 0.4687 0.8515 0.0533
C -0.8909 0.0810 0.1063
H 1.5832 2.2905 1.0200
H 0.4480 1.5446 2.1764
H -0.1151 2.8197 1.0063
H 0.6695 1.1688 -0.9455
H -1.0439 -0.1881 1.1739
H -1.6482 0.7609 -0.3157
H 0.4117 -1.7163 -0.7297
F 1.4930 -0.1339 0.4507
S -0.9178 -1.4288 -0.9680

[5]
15
Properties=species:S:1:pos:R:3 method="wB97M-V/def2-TZVPD" homo_ev=-8.713 e_lumo_ev=-0.34 energy_ev=-47290.6035 spin_multiplicity=1 gap_ev=8.4
C -1.2999 -1.4578 -0.6334
C 0.3659 2.9449 1.8011
C 0.1365 -1.3338 -0.9228
P 1.2160 -1.1030 0.3826
P 3.1737 -0.9461 -0.6774
P 0.5488 3.7554 0.3751
I 3.8847 1.1605 0.3463
I -1.3900 2.8382 -0.7855
H -1.7095 -0.5132 -0.2910
H -1.8772 -1.7348 -1.5022
H -1.5260 -2.2656 0.0790
H -0.5442 2.3321 2.0271
H 3.7191 -1.9312 0.0542
H 1.1779 3.1946 2.4403
H 0.4927 -1.3431 -1.9268

[6]
12
Properties=species:S:1:pos:R:3 method="wB97M-V/def2-TZVPD" homo_ev=-13.904 e_lumo_ev=-3.95 energy_ev=-12806.2178 spin_multiplicity=1 charge=+1 gap_ev=10.0
C -0.2858 -0.0249 1.2620
C -0.5405 1.0922 0.2914
C 0.5738 -0.7938 -1.0643
N -0.4972 -0.3015 -0.1208
I 2.6214 -0.0390 -0.7301
H 0.7366 -0.1570 1.6648
H -1.1909 -0.1464 1.8423
H -1.4580 1.6127 0.5217
H 0.2203 1.7888 0.0439
H 0.7003 -1.9997 -1.1703
H 0.4818 -0.3273 -2.0599
H -1.3617 -0.7041 -0.4807

[7]
14
Properties=species:S:1:pos:R:3 method="wB97M-V/def2-TZVPD" homo_ev=-8.491 e_lumo_ev=0.51 energy_ev=-25138.7587 spin_multiplicity=1 gap_ev=9.0
C -1.4661 -1.0948 0.2442
C 1.0652 -0.9283 0.0898
C -0.1652 -0.1364 -0.0409
N -1.3222 -2.3065 0.3092
N -0.1433 2.4334 -0.4365
S -0.2405 1.4096 0.9092
I -3.2039 0.0337 -0.0039
H 2.0349 -0.3686 0.0684
H 1.1573 -1.3683 1.1586
H 0.7918 -1.6574 -0.6871
H -0.3296 0.1040 -1.0539
H -2.2319 -2.9007 0.1774
H -0.8407 3.1530 -0.1668
H 0.6834 3.0088 -0.7011

[8]
15
Properties=species:S:1:pos:R:3 method="wB97M-V/def2-TZVPD" homo_ev="-13.091 / -12.878" e_lumo_ev="-5.64 / -6.07" energy_ev=-17832.1943 spin_multiplicity=1 charge=+1 gap_ev="7.4 / 6.8"
C -0.1789 1.5161 0.4104
C -0.5545 0.2803 -0.3019
C -1.3995 -0.3687 0.8134
N -0.7621 1.4697 1.7382
N -1.4562 0.4620 1.8774
N 0.7252 -0.6766 -0.4710
O -1.5187 -1.6649 0.9559
I -3.7856 0.7477 -0.2068
H 0.8333 1.6911 0.7172
H -0.5291 2.2642 -0.2765
H -0.9850 0.3068 -1.2533
H 0.2813 -1.6949 -0.4360
H 1.1930 -0.4833 0.5428
H 1.4085 -0.4328 -1.1337
H -2.2397 -1.7643 1.5809

[9]
12
Properties=species:S:1:pos:R:3 method="wB97M-V/def2-TZVPD" homo_ev=-9.229 e_lumo_ev=0.63 energy_ev=-13371.1028 spin_multiplicity=1 gap_ev=9.9
C -0.5667 -0.4942 -0.0301
C 1.4356 0.0085 -1.2081
C 0.6090 -0.0189 0.0829
O 1.2799 0.1633 1.2616
I -3.3268 0.9298 2.0915
H -1.2556 -0.7659 0.7629
H -0.7370 -0.5995 -1.1170
H -2.8932 0.4282 0.6538
H 1.9725 -0.9556 -1.1016
H 2.0186 0.8955 -1.1785
H 0.8286 0.0046 -2.1412
H 0.6350 0.4043 1.9238

[10]
14
Properties=species:S:1:pos:R:3 method="wB97M-V/def2-TZVPD" homo_ev="-9.443 / -9.443" e_lumo_ev="-2.33 / -2.33" energy_ev=-26250.5844 spin_multiplicity=1 gap_ev="7.1 / 7.1"
C 0.8691 2.6010 0.4015
C -0.5281 -2.4769 -0.6557
C -0.6596 0.2861 -0.7602
O -0.3553 -1.0559 1.5836
O 1.5460 -0.9681 0.0182
S 0.1281 -1.0221 0.2284
I -2.5045 0.5768 0.0542
H 0.9706 3.4041 -0.3150
H 0.2994 2.9246 1.2651
H 1.8377 2.2170 0.7000
H -0.1292 -2.4728 -1.6618
H -0.1875 -3.3459 -0.1040
H -1.6107 -2.4292 -0.6587
H 0.3241 1.7613 -0.0958

[11]
14
Properties=species:S:1:pos:R:3 method="wB97M-V/def2-TZVPD" homo_ev="-8.906 / -9.048" e_lumo_ev="-2.37 / -2.44" energy_ev=-35038.9462 spin_multiplicity=1 gap_ev="6.5 / 6.6"
C 0.4243 1.5063 -0.2503
C 1.1229 -0.9338 0.1664
C 0.1880 0.1874 0.5167
O -1.1799 -0.4353 -1.6594
S -1.7906 -2.9943 0.4485
S -1.4264 -0.4637 -0.2532
I -3.3144 1.1182 0.3329
H 1.4462 1.8095 -0.0965
H 0.4114 1.3338 -1.2135
H -0.1089 2.2472 0.1160
H 1.8837 -0.7420 -0.5350
H 0.5347 -1.6575 -0.2703
H 1.6234 -1.3416 1.0364
H 0.1855 0.3657 1.6611

[12]
14
Properties=species:S:1:pos:R:3 method="wB97M-V/def2-TZVPD" homo_ev="-9.433 / -9.427" e_lumo_ev="-2.74 / -2.74" energy_ev=-35040.6471 spin_multiplicity=1 gap_ev="6.7 / 6.7"
C -0.6236 0.6388 -0.8202
C 0.5255 -0.3972 1.0130
C 0.6323 -0.0796 -0.4431
O 2.0877 1.6905 -1.7741
S 1.6244 2.6584 0.9293
S 1.9926 1.2541 -0.4090
I 4.2191 -0.5074 0.1348
H -0.6732 1.2044 -1.7377
H -1.3045 -0.0670 -1.1058
H -0.9374 1.1666 -0.0395
H -0.1699 -1.3396 1.2904
H -0.0482 0.3136 1.5843
H 1.4071 -0.6643 1.4296
H 1.1257 -0.7699 -1.0528

[13]
22
Properties=species:S:1:pos:R:3 method="wB97M-V/def2-TZVPD" homo_ev="-17.860 / -17.860" e_lumo_ev="-11.27 / -14.63" energy_ev=-69479.7453 spin_multiplicity=2 charge=+3 gap_ev="6.6 / 3.2"
K 1.6357 -3.3935 -1.3401
K 2.8376 0.1450 -4.0994
K 5.2644 0.6153 -0.8181
O 0.5789 -1.0816 -0.4700
C 1.4692 -0.1146 -0.7184
O 2.5273 -0.3176 -1.3069
O 1.0677 1.0305 -0.4530
H 0.0575 -0.5301 0.1178
C 0.9699 -1.0679 3.0755
N -0.4916 -1.3644 2.7648
O -1.3843 -1.0124 3.4825
O -0.7183 -1.9241 1.6784
H 1.0866 -0.1061 3.5751
H 1.3953 -1.0605 2.0720
H 1.2814 -1.7644 3.8539
C -2.7351 1.3380 -1.1828
N -2.2035 2.3189 -2.2228
O -1.3644 3.0754 -1.7879
O -2.7929 2.1787 -3.3323
H -2.4888 0.3495 -1.5705
H -3.8176 1.2842 -1.0678
H -2.1749 1.4018 -0.2499

[14]
11
Properties=species:S:1:pos:R:3 method="wB97M-V/def2-TZVPD" homo_ev=-9.476 e_lumo_ev=0.96 energy_ev=-4712.0900 spin_multiplicity=1 gap_ev=10.4
C -0.9339 -0.2766 0.8023
C 0.7301 0.6192 -0.7894
C 0.0828 -0.5878 -0.2087
N -1.2548 0.8841 1.1604
H -1.7039 -1.1830 1.0902
H 0.2291 1.4637 -0.3519
H 0.6806 0.6968 -1.8694
H 1.8502 0.6563 -0.4783
H 0.9651 -1.5931 0.4077
H -0.1928 -1.2037 -0.9847
H -1.9691 1.1178 1.7884

[15]
11
Properties=species:S:1:pos:R:3 method="wB97M-V/def2-TZVPD" homo_ev=-9.505 e_lumo_ev=1.12 energy_ev=-4711.1534 spin_multiplicity=1 gap_ev=10.6
C -2.4076 0.3143 -0.0360
C -2.2888 -0.8730 -0.3003
C 1.2921 -0.3926 0.2896
N 0.9782 1.0171 -0.1283
H 1.4524 1.0116 -1.0732
H -2.3825 -1.8584 0.0224
H -2.4100 1.3080 -0.4851
H 1.5412 1.7058 0.3566
H 2.1722 -0.3000 0.9603
H 1.6057 -1.1248 -0.4604
H 0.4471 -0.8079 0.8544

[16]
11
Properties=species:S:1:pos:R:3 method="wB97M-V/def2-TZVPD" homo_ev=-8.968 e_lumo_ev=1.08 energy_ev=-4712.5700 spin_multiplicity=1 gap_ev=10.0
N -1.0495 1.4702 0.3090
C -0.4723 0.4541 -0.6249
C 0.9368 -1.5882 0.0450
C 0.7178 -0.2614 -0.0273
H -0.3773 2.1205 0.6979
H -1.3966 0.9177 1.0873
H -0.2605 1.0272 -1.5342
H -1.2835 -0.2570 -0.7427
H 1.1138 -2.1095 0.9730
H 0.8223 -2.1479 -0.8884
H 1.2490 0.3743 0.7054

[17]
11
Properties=species:S:1:pos:R:3 method="wB97M-V/def2-TZVPD" homo_ev="-4.942 / -10.865" e_lumo_ev="1.28 / -2.33" energy_ev=-4708.6766 spin_multiplicity=3 gap_ev="6.2 / 8.5"
C 1.2915 0.1513 0.2864
C -1.2218 0.1716 -0.3039
C 0.0182 -0.7005 0.1089
N 2.3285 -0.0314 -0.3550
H 1.0424 0.9004 1.0990
H -1.7900 0.6993 0.4266
H -1.8718 -0.4207 -0.8009
H -0.7870 0.8765 -1.0771
H 0.0589 -1.3297 -0.6574
H -0.2285 -1.1864 1.0898
H 3.1461 0.5179 -0.1545

[18]
11
Properties=species:S:1:pos:R:3 method="wB97M-V/def2-TZVPD" homo_ev="-15.311 / -15.088" e_lumo_ev="-3.72 / -8.98" energy_ev=-4704.3969 spin_multiplicity=2 charge=+1 gap_ev="11.6 / 6.1"
N 0.1098 -1.5692 -0.2977
C 0.7823 -0.3736 -0.0524
C -0.9030 1.4181 0.4304
C -0.0986 0.8287 -0.4535
H 0.6434 -2.4378 -0.3758
H -0.7742 -1.7747 0.1671
H 1.0409 -0.1519 0.9992
H 1.7138 -0.3777 -0.6077
H -1.3341 2.3988 0.2563
H -0.9456 1.0238 1.4430
H -0.2347 1.0154 -1.5089